(1)
The following is a quantum chemistry calculation of C23H44NOP3Rh as an isolated structure, from OMol25.

```
! wB97M-V def2-TZVPD RIJCOSX def2/J DEFGRID3
* xyz 3 5
Rh -0.00361 0.12896 0.20714
P -1.46391 1.59491 -0.13226
P -0.71882 -0.36091 2.40811
P 1.29562 -0.05871 -1.85711
H -0.89402 -3.39157 0.90480
C 0.04599 -3.37641 0.32397
C 1.20094 -2.89820 0.82865
H 1.36406 -2.73697 1.88628
C -3.22151 1.20599 -0.17450
C -1.35695 2.81137 1.22000
C -1.09251 2.47389 -1.67963
C -0.34148 -1.85224 3.40514
C 0.10484 0.85127 3.53965
C -2.50946 -0.25085 2.77168
C 2.31777 -1.54078 -1.97417
C 2.37553 1.37810 -2.09080
C 0.54920 -0.23278 -3.53107
H -0.05459 -3.62122 -0.74409
H 2.04373 -2.63988 0.19957
H -3.52718 1.16650 -1.21862
H -3.76230 2.01074 0.32996
H -3.44456 0.26421 0.33621
H -1.88972 3.69673 0.85713
H -0.31879 3.08338 1.44767
H -1.83108 2.41178 2.12512
H -1.87800 3.23210 -1.78660
H -1.10812 1.77929 -2.53462
H -0.11145 2.96461 -1.62195
H -0.95179 -1.78813 4.32006
H 0.71982 -1.84546 3.68708
H -0.58204 -2.76663 2.85102
H -0.44288 0.88581 4.48720
H 0.16609 1.85844 3.12278
H 1.12580 0.50481 3.73376
H -2.65705 -0.57064 3.81116
H -3.06264 -0.94403 2.12657
H -2.92329 0.75479 2.65618
H 2.82581 -1.51770 -2.94199
H 1.67939 -2.42430 -1.92177
H 3.05492 -1.56561 -1.17583
H 2.81903 1.31359 -3.08653
H 3.16803 1.38826 -1.34241
H 1.82061 2.31613 -2.02048
H 1.37153 -0.45473 -4.22672
H 0.04497 0.67784 -3.85159
H -0.17193 -1.05781 -3.53742
C -2.41721 -1.78142 -2.18482
C -3.73616 -1.30568 -2.01764
C -4.69594 -1.65589 -2.93645
C -4.37315 -2.52952 -3.98514
C -3.09357 -3.09232 -4.07594
C -2.09032 -2.72310 -3.17709
O -1.35903 -1.13559 -1.58096
H -1.22402 -0.98024 -0.56974
H -3.98669 -0.64352 -1.19139
H -5.70509 -1.26631 -2.82613
H -5.13255 -2.76817 -4.75815
H -2.84640 -3.81124 -4.84953
H -1.07434 -3.11350 -3.21735
C 5.36258 2.57291 2.65546
C 4.12895 1.91787 2.12181
C 3.90799 0.56080 2.25596
C 2.75290 -0.02866 1.76497
N 1.85567 0.72629 1.09152
C 2.02367 2.05210 0.98917
C 3.16242 2.67527 1.47938
H 5.23799 2.89509 3.70019
H 6.22857 1.89951 2.62828
H 5.61710 3.46907 2.07897
H 4.62762 -0.08019 2.76385
H 2.53030 -1.08683 1.89747
H 1.25873 2.63090 0.46492
H 3.26593 3.74443 1.34164
*
```

Its total energy is -58947.032 eV. The value obtained for the maximum force is 0.091 Eh/bohr. The frontier orbital gap (spin up / spin down) comes out at 0.2475 / 0.1968 Ha. The highest occupied orbital energy (spin up / spin down) comes out at -15.1882 / -17.8693 eV. The calculation puts the relative energy (zero: lowest compared OMol25 entry of this formula, charge and spin) at 32.9 kcal/mol.

Here are the Löwdin charges for atoms 1 to 6, given in e: 0.55 0.63 0.77 0.80 0.06 -0.05


(2)
The following is a quantum chemistry calculation of C5H7NO as an isolated structure, from OMol25.

```
! wB97M-V def2-TZVPD RIJCOSX def2/J DEFGRID3
* xyz 0 1
C 1.37545 -0.56884 -0.39418
C 0.19048 -1.36423 0.13668
O -0.14819 -0.79698 1.41307
C -0.91476 0.26731 0.81985
C -0.18952 1.43174 0.15376
N 0.47076 0.54796 -0.83711
C -0.73600 -0.31998 -0.58600
H 2.17238 -0.34038 0.32333
H 1.82058 -0.99574 -1.30232
H 0.15269 -2.45858 0.12927
H -1.85035 0.44244 1.36002
H -1.05230 1.78219 -0.50827
H 0.34164 2.26755 0.62006
H -1.53000 -0.03934 -1.30526
*
```

Its total energy is -8831.718 eV. The value obtained for the maximum force is 0.032 Eh/bohr. The frontier orbital gap comes out at 0.3561 Ha. The highest occupied orbital energy comes out at -8.6182 eV. The calculation puts the relative energy (zero: lowest compared OMol25 entry of this formula, charge and spin) at 103.4 kcal/mol.

Here are the Löwdin charges for atoms 1 to 6, given in e: -0.10 -0.20 -0.05 -0.23 -0.13 -0.06


(3)
The following is a quantum chemistry calculation of one molecule with the formula C5H7N, from OMol25.

```
! wB97M-V def2-TZVPD RIJCOSX def2/J DEFGRID3
* xyz 0 1
C 1.55296 0.27810 0.20160
C 0.40595 -0.58439 -0.98438
C -0.02263 0.73984 -0.64965
C -1.23515 0.71435 0.14759
C -1.48816 -0.60427 0.35162
N -0.51096 -1.34890 -0.26307
H 1.75582 -0.65789 0.71687
H 2.39288 0.54406 -0.43553
H 1.39383 1.04545 0.96693
H 0.34941 1.62418 -1.15719
H -1.81946 1.55157 0.50520
H -2.30452 -1.07859 0.88536
H -0.50286 -2.35544 -0.28178
*
```

Its total energy is -6785.020 eV. The value obtained for the maximum force is 0.011 Eh/bohr. The frontier orbital gap comes out at 0.3381 Ha. The highest occupied orbital energy comes out at -8.1447 eV. The calculation puts the relative energy (zero: lowest compared OMol25 entry of this formula, charge and spin) at 80.5 kcal/mol.

Here are the Löwdin charges for atoms 1 to 6, given in e: -0.04 -0.16 -0.23 -0.08 -0.12 -0.04


(4)
The following is a quantum chemistry calculation of C17H16ClF6Si as an isolated structure, from OMol25.

```
! wB97M-V def2-TZVPD RIJCOSX def2/J DEFGRID3
* xyz 1 1
H 0.03663 -1.40539 -0.18375
Si 0.10342 -2.49941 -1.57552
Cl 2.08192 -2.83169 -1.96089
C -0.68845 -4.21067 -1.39323
C -0.63385 -1.74320 -3.13897
H -1.75406 -4.07199 -1.13777
H -0.70079 -4.92399 -2.27696
H -0.20355 -4.78289 -0.58194
H -1.69745 -1.51884 -2.94525
H -0.11641 -0.80262 -3.39728
H -0.63823 -2.34283 -4.10282
F 5.54831 2.44384 -0.70032
C 5.37871 1.82681 0.50335
F 6.32522 0.83147 0.56615
F 5.70545 2.73194 1.49090
C 3.99081 1.33720 0.69957
C 3.77960 0.33349 1.61902
C 2.48260 -0.16475 1.78359
C 1.42418 0.29892 0.95634
C 0.11697 -0.49479 0.82999
C -1.16662 0.32035 1.05249
C -1.34086 1.67765 0.66823
C -2.62389 2.17677 0.38306
C -3.70160 1.34813 0.61397
C -5.05890 1.80053 0.21135
F -5.96781 0.78316 0.16555
F -5.53352 2.72127 1.12266
F -5.09303 2.40621 -1.02431
C -3.60183 0.10688 1.25618
C -2.30276 -0.37075 1.50089
C 1.67257 1.37392 0.11941
C 2.97225 1.93128 -0.04965
H 4.62140 -0.14046 2.15793
H 2.32649 -1.01713 2.44828
H 0.13827 -1.17159 1.75712
H -0.47767 2.32410 0.55728
H -2.75949 3.19285 -0.02798
H -4.46417 -0.53842 1.42341
H -2.18944 -1.40434 1.85442
H 0.84979 1.72581 -0.48891
H 3.15977 2.74318 -0.75558
*
```

Its total energy is -54586.616 eV. The value obtained for the maximum force is 0.091 Eh/bohr. The frontier orbital gap comes out at 0.2372 Ha. The highest occupied orbital energy comes out at -13.0636 eV. The calculation puts the relative energy (zero: lowest compared OMol25 entry of this formula, charge and spin) at 31.4 kcal/mol.

Here are the Löwdin charges for atoms 1 to 6, given in e: 0.05 0.35 0.39 -0.22 -0.22 0.04